{"formula": "C36H81N3O6", "method": "the ωB97M-V functional and the def2-TZVPD basis", "multiplicity": 1, "gap_ha": 0.299, "lumo_energy_ev": 0.399, "homo_ev": -7.7, "largest_force_ev_per_a": 12.7, "species": ["C", "C", "C", "C", "C", "C", "N", "O", "C", "C", "C", "H", "H", "H", "H", "H", "H", "H", "H", "H", "H", "H", "H", "H", "H", "H", "H", "H", "H", "H", "C", "C", "C", "C", "C", "C", "N", "O", "C", "C", "C", "H", "H", "H", "H", "H", "H", "H", "H", "H", "H", "H", "H", "H", "H", "H", "H", "H", "H", "H", "C", "C", "C", "C", "C", "C", "N", "O", "C", "C", "C", "H", "H", "H", "H", "H", "H", "H", "H", "H", "H", "H", "H", "H", "H", "H", "H", "H", "H", "H", "C", "C", "C", "O", "H", "H", "H", "H", "H", "H", "H", "H", "C", "C", "C", "O", "H", "H", "H", "H", "H", "H", "H", "H", "C", "C", "C", "O", "H", "H", "H", "H", "H", "H", "H", "H"], "coordinates": [[6.398575, 12.606446, 9.821607], [7.169063, 13.945309, 10.069501], [8.659826, 13.695553, 9.721363], [8.979578, 13.818066, 8.260831], [8.437292, 15.171839, 7.660627], [6.877902, 15.275193, 7.845738], [6.559063, 14.996944, 9.313586], [5.215337, 15.302063, 9.568389], [6.630938, 16.886105, 7.602888], [6.027842, 14.377720, 6.799576], [7.079790, 14.153555, 11.609740], [6.610910, 11.745114, 10.454944], [6.553684, 12.257994, 8.800516], [5.309632, 12.609424, 9.869579], [9.187745, 14.502603, 10.229371], [9.010202, 12.720668, 10.060393], [8.594614, 12.977093, 7.684060], [10.062225, 13.751163, 8.153622], [8.779549, 15.222240, 6.626980], [9.000922, 16.017087, 8.055566], [5.733155, 17.241683, 8.108515], [7.463484, 17.569170, 7.771379], [6.275214, 17.070299, 6.589174], [6.252231, 14.630106, 5.763210], [6.285832, 13.331035, 6.960751], [4.984571, 14.555188, 7.060715], [7.551653, 15.085504, 11.921028], [7.603802, 13.319191, 12.075946], [6.095248, 14.225850, 12.071853], [5.309793, 16.093188, 10.103928], [5.875357, 12.881606, 4.449963], [7.055026, 12.509841, 3.545935], [7.090861, 13.574948, 2.356195], [7.872498, 14.759005, 2.740603], [9.275370, 14.324000, 3.212548], [9.280905, 13.400469, 4.399833], [8.374519, 12.284935, 4.075511], [8.582586, 11.311282, 5.021064], [10.695967, 12.744940, 4.571718], [8.906286, 14.137724, 5.719038], [6.643943, 11.163223, 2.974971], [6.048011, 13.873764, 4.867009], [6.012105, 12.278930, 5.347842], [4.839904, 12.835053, 4.112676], [7.264031, 13.179985, 1.355136], [6.086611, 13.953197, 2.165128], [7.433967, 15.277295, 3.593340], [7.771131, 15.495207, 1.943205], [10.129021, 14.997378, 3.135462], [9.706176, 13.723488, 2.411355], [10.993278, 11.932841, 3.908253], [11.398951, 13.527393, 4.285907], [11.107989, 12.539078, 5.559625], [9.597776, 14.926876, 6.014306], [8.004151, 14.736752, 5.594932], [8.459558, 13.603640, 6.557653], [5.590020, 11.247059, 2.709796], [6.541493, 10.281263, 3.607231], [7.233262, 10.869644, 2.106279], [8.880474, 10.585045, 4.468399], [11.509903, 21.205927, 5.098773], [10.509032, 20.680319, 4.132336], [10.756057, 21.296604, 2.703919], [11.877963, 20.663753, 1.852780], [11.605147, 19.145908, 1.770427], [11.426634, 18.399533, 3.148400], [10.545838, 19.201333, 4.017422], [10.226765, 18.570655, 5.144617], [10.662395, 17.024095, 2.730068], [12.738812, 18.109982, 3.844570], [9.152550, 21.097551, 4.616658], [11.642009, 20.586184, 5.985667], [11.367165, 22.205458, 5.509467], [12.527388, 21.164124, 4.710064], [9.854106, 21.212223, 2.097732], [10.930894, 22.371866, 2.667200], [12.794074, 20.887000, 2.399582], [12.012718, 21.098070, 0.862172], [12.387858, 18.707732, 1.151186], [10.790776, 19.041417, 1.053496], [11.100425, 16.380973, 1.966761], [10.511237, 16.424169, 3.627480], [9.656318, 17.178085, 2.339943], [13.391394, 17.446449, 3.277157], [13.002196, 19.159212, 3.978150], [12.458150, 17.659754, 4.796744], [8.977985, 20.794019, 5.648889], [8.306785, 20.713467, 4.046345], [9.066525, 22.176094, 4.748721], [10.963618, 18.886585, 5.672659], [7.897458, 18.877332, 7.329112], [7.219195, 20.155507, 6.886632], [6.139411, 20.664001, 7.743878], [8.236887, 21.120147, 6.748611], [7.153094, 18.153608, 7.661170], [8.505353, 18.940913, 8.231626], [8.552846, 18.361261, 6.627519], [6.857841, 20.022776, 5.866881], [5.277184, 20.006849, 7.630674], [5.858945, 21.617797, 7.297001], [6.495970, 20.811122, 8.763353], [9.108327, 20.719401, 6.788509], [6.527869, 17.033993, 4.168329], [7.713557, 17.664454, 4.855898], [8.390117, 16.604658, 5.640091], [8.585070, 18.209058, 3.889254], [5.897558, 17.778597, 3.682148], [5.881459, 16.536205, 4.891152], [6.844219, 16.282061, 3.445414], [7.343424, 18.390371, 5.579877], [8.767584, 15.896237, 4.902694], [7.836212, 15.892652, 6.251917], [9.144340, 17.015006, 6.311544], [9.399410, 18.606840, 4.205830], [12.527495, 19.067444, 7.989313], [11.613488, 18.530174, 6.997783], [11.210416, 17.049300, 7.344750], [10.457831, 19.210540, 6.837289], [13.391906, 18.424260, 8.154284], [12.100722, 19.188913, 8.984903], [12.852721, 20.061597, 7.682739], [12.088826, 18.597924, 6.019223], [12.050374, 16.357559, 7.281022], [10.528893, 16.666454, 6.585106], [10.842487, 16.962144, 8.367059], [10.100589, 19.252357, 7.727366]], "forces_ev_per_a": [[-0.5, -0.8, -0.8], [-1.6, -2.9, 1.3], [-0.6, 1.2, 0.0], [-0.4, 1.2, 0.9], [-0.2, -1.8, 4.6], [-0.1, 1.4, 0.6], [1.8, 2.0, -2.3], [0.0, -0.7, 0.5], [-4.1, -7.7, 0.8], [1.3, 1.6, 2.9], [0.3, 0.7, -0.2], [0.7, 0.2, 0.3], [0.4, 0.0, -0.2], [-0.2, 1.0, 0.2], [0.4, -0.1, 0.3], [-0.3, 0.1, 0.5], [-0.1, -0.4, 1.2], [0.2, 0.1, -0.3], [-1.2, 0.6, 5.1], [-0.6, 0.0, 1.0], [0.0, 0.0, 1.0], [3.5, -12.0, 2.5], [0.5, -0.1, 0.1], [-0.2, 1.1, 1.8], [-0.2, 0.1, 0.0], [-0.1, -0.1, -0.3], [0.4, 0.1, -0.1], [0.0, 0.1, 0.1], [-0.3, -0.4, -0.6], [-0.3, 0.2, 0.1], [1.4, 0.6, 1.4], [-1.9, -1.1, -1.9], [-1.3, -1.2, 0.7], [1.9, 0.1, 0.9], [1.0, -0.6, -2.5], [0.2, -1.1, 1.3], [1.4, 2.6, -0.9], [-1.1, -1.2, 0.8], [1.0, 1.6, -0.4], [-0.8, -3.9, -4.4], [-1.1, -0.7, -1.1], [-0.6, -1.1, -1.9], [-0.5, -0.4, -0.1], [0.4, -0.3, -0.6], [1.1, -0.4, 0.2], [-0.6, -0.3, 0.6], [0.6, -1.9, -0.3], [0.8, 0.2, -0.1], [-1.0, 0.3, 1.1], [-0.4, -0.9, -0.5], [-0.7, -0.2, -0.1], [0.2, 0.4, -0.3], [-1.0, -0.4, 0.4], [2.3, -2.2, -1.6], [0.3, -1.8, -1.9], [1.6, -1.1, -2.4], [0.0, 0.2, -0.8], [0.8, 0.3, 0.8], [0.0, 0.1, -0.1], [0.1, -0.4, 0.3], [2.4, -0.1, 1.2], [-0.1, 0.6, -2.3], [-0.1, -0.3, -1.3], [-0.2, -0.7, 1.7], [0.8, 0.8, -0.3], [-1.8, -1.2, -3.2], [3.7, 2.6, -5.1], [3.8, -2.0, -1.1], [0.2, 1.1, 0.9], [-1.1, 0.5, -0.2], [0.3, -0.2, -0.9], [-0.4, 0.4, -0.2], [-0.4, 0.1, -0.4], [0.2, 0.4, -0.5], [-0.4, -0.4, 0.3], [0.0, 0.2, 1.0], [0.5, -0.3, -0.1], [-0.4, 0.1, 0.0], [0.5, -0.4, 0.5], [-0.8, -0.2, 0.7], [1.1, 0.3, 0.1], [0.3, 0.5, 0.0], [0.2, 0.5, 0.2], [0.2, 0.4, 0.1], [1.6, -0.3, 0.4], [0.6, -0.4, -0.3], [1.0, -0.4, -4.4], [0.2, 0.0, -0.3], [0.2, 0.2, -0.5], [-1.1, -0.8, -3.0], [1.2, 4.8, 0.3], [2.4, -1.0, -0.5], [-0.5, 0.5, -0.1], [-1.7, 2.6, 4.7], [-3.5, 11.7, -2.0], [-0.2, 0.8, 0.8], [-0.7, 1.2, 0.6], [-0.4, -0.2, -0.1], [-0.1, -0.1, 0.5], [-0.2, 0.2, 0.4], [-0.4, -0.1, 0.1], [-0.2, -0.1, 1.8], [-1.0, 0.7, -0.4], [-0.4, 0.0, -0.9], [0.1, 1.2, -2.3], [-6.2, -1.7, -1.8], [0.1, 0.2, -0.2], [-0.1, -0.1, 0.0], [-1.1, 2.0, 0.3], [-0.3, -0.1, -1.4], [0.8, 1.9, -0.2], [-1.3, 3.3, -1.7], [-0.5, -0.5, -0.9], [-3.7, -0.4, -1.9], [1.5, 1.2, 1.5], [1.8, -4.0, 1.8], [1.5, 0.1, -0.9], [-2.1, 4.3, 10.2], [0.1, 0.0, -0.3], [-0.4, -0.1, 0.0], [0.3, 0.1, 0.1], [1.3, -0.5, 0.8], [0.4, 0.2, 0.1], [0.4, 0.2, 0.6], [-0.3, 0.2, -0.1], [-0.3, 0.4, 0.7]]}